Entry 1:
Here is a 3-piece molecular cluster, C4H16NO2 overall from OMol25. Energies are from wB97M-V/def2-TZVPD.

Output
Gap between HOMO and LUMO: 12.33 eV
Electronic energy: -366.9925 Eh
Charge: +1
E_HOMO: -14.958 eV

Last column: natural (NBO) charge in e.
Element x y z (Å)
C 1.01150 -0.99376 2.67754  -0.63
C 1.21093 0.07375 1.58709  -0.22
N -0.07556 0.30814 0.83251  -0.53
C -0.09472 1.54048 -0.10044  -0.22
C -1.39373 2.29308 0.20109  -0.67
H 1.88050 -0.81506 3.30974  0.25
H 0.09723 -0.76480 3.22071  0.22
H 1.02814 -2.04572 2.36557  0.23
H 1.98429 -0.11116 0.84634  0.24
H 1.29094 0.95052 2.24390  0.22
H -0.18999 -0.54237 0.22972  0.47
H -0.93684 0.29812 1.37543  0.43
H 0.79606 2.10504 0.17154  0.23
H -0.17575 1.10748 -1.08778  0.25
H -2.26363 1.63390 0.37381  0.22
H -1.79189 2.91185 -0.62261  0.26
H -1.40019 3.00204 1.02743  0.24
H 1.16554 -1.83257 -4.34424  0.48
H 0.15301 -2.82118 -4.55594  0.48
O 0.62069 -2.42838 -3.82203  -0.95
H -0.34067 -1.79171 -2.14549  0.52
H -1.69965 -0.93538 -2.12558  0.50
O -0.87625 -1.14232 -1.65831  -1.01

Force components x, y, z for each atom (eV/Å):
0.755 -0.137 -0.772
-1.869 0.195 1.637
0.407 -1.212 -1.730
-1.373 -0.468 1.325
-1.268 0.694 -0.417
-0.197 -0.382 0.412
0.054 -0.109 0.210
-0.129 0.358 -0.112
0.133 0.258 0.274
0.776 0.306 -0.987
-0.199 0.762 -0.016
0.346 0.193 0.631
-0.039 -0.005 -0.608
0.674 0.274 -0.285
0.529 -0.204 0.012
0.753 -0.318 -0.077
0.553 -0.242 0.301
0.498 0.417 0.443
-0.681 -0.758 -0.043
0.148 0.312 -0.286
-0.452 0.226 -0.512
0.544 -0.475 -0.096
0.036 0.315 0.696

Entry 2:
Here is a 3-piece molecular cluster, C4H16NO2S overall from OMol25. Energies are from wB97M-V/def2-TZVPD.

Output
Gap between HOMO and LUMO: 9.07 eV
Electronic energy: -765.1637 Eh
Charge: +1
E_HOMO: -12.179 eV

Last column: natural (NBO) charge in e.
Element x y z (Å)
C 1.96800 -0.21996 0.27084  -0.20
C 1.34100 -1.26534 -0.60437  -0.49
C -0.06880 -1.70697 -0.33150  -0.51
S -0.59315 -1.60344 1.44125  0.14
C -2.38796 -1.83241 1.31605  -0.75
N 1.23370 1.11287 -0.05059  -0.70
H 1.83505 -0.27897 1.34570  0.24
H 3.03907 -0.11898 0.05316  0.24
H 2.04945 -2.12388 -0.66506  0.26
H 1.46226 -1.11257 -1.69938  0.26
H -0.35133 -2.68569 -0.69616  0.25
H -0.74852 -0.98646 -0.82279  0.20
H -2.71618 -2.03893 0.30036  0.23
H -2.96626 -0.93893 1.60395  0.23
H -2.72493 -2.63144 1.97139  0.25
H 1.61652 1.84104 0.55753  0.43
H 1.36562 1.51027 -0.98085  0.47
H 0.28506 0.88558 0.25679  0.44
H -1.65543 2.84598 0.70113  0.46
H -2.19991 4.04278 0.11270  0.49
O -1.35353 3.56908 0.12673  -0.95
H 0.40317 2.80420 -2.52531  0.48
H 0.86248 2.47817 -3.82193  0.50
O 0.94916 2.11732 -2.93185  -0.96

Force components x, y, z for each atom (eV/Å):
0.090 1.219 -1.197
1.703 -2.371 -1.075
-1.878 1.099 0.444
0.367 0.128 -0.119
-0.740 0.558 -0.023
1.350 -0.167 1.429
-0.101 -0.634 0.014
-0.393 0.223 -0.019
-0.462 0.102 1.123
-0.420 1.121 0.539
0.440 -0.204 -0.220
0.153 -0.386 -0.062
0.284 -0.274 -0.125
0.575 -0.129 0.049
0.251 -0.157 -0.079
-0.333 -0.047 0.249
-0.519 -0.638 -0.703
-0.321 0.600 -0.507
0.523 -0.023 -0.070
0.398 0.496 -0.436
-0.864 -0.586 0.501
-0.129 -0.109 0.662
0.597 -0.630 -0.555
-0.571 0.809 0.180

Entry 3:
Here is a 3-piece molecular cluster, C4H16NO2S overall from OMol25. Energies are from wB97M-V/def2-TZVPD.

Output
Gap between HOMO and LUMO: 9.86 eV
Electronic energy: -765.1933 Eh
Charge: +1
E_HOMO: -12.708 eV

Last column: natural (NBO) charge in e.
Element x y z (Å)
C 1.30871 -1.66055 -1.11522  -0.63
C 0.60888 -0.36655 -0.66913  -0.03
C -0.71124 -0.19965 -1.36466  -0.46
C -1.44727 1.14039 -1.30304  -0.54
S -0.51020 2.44584 -0.44519  -0.06
N 0.33129 -0.48275 0.83740  -0.69
H 0.78476 -2.53140 -0.74426  0.22
H 2.32107 -1.69174 -0.70338  0.22
H 1.45141 -1.63697 -2.18884  0.25
H 1.38162 0.38600 -0.67808  0.24
H -0.50965 -0.49690 -2.39739  0.25
H -1.33149 -1.04656 -1.04900  0.22
H -2.40164 1.05097 -0.80273  0.26
H -1.77852 1.50408 -2.27499  0.25
H 0.27255 2.82406 -1.45876  0.14
H 0.36082 0.41556 1.30798  0.45
H 0.98778 -1.09661 1.31394  0.45
H -0.64137 -0.78518 0.96118  0.44
H -3.62297 -0.14812 1.67826  0.49
H -2.63235 0.84630 2.29146  0.49
O -2.83993 0.37368 1.48041  -0.97
H 3.34890 -0.21041 2.53277  0.49
H 2.76834 1.14621 2.44463  0.49
O 2.50051 0.22028 2.34664  -0.98

Force components x, y, z for each atom (eV/Å):
0.409 0.636 0.690
0.825 -1.215 1.032
0.062 -0.323 -1.170
-0.143 0.284 -0.064
-0.523 0.148 0.144
-0.866 -0.184 -0.259
-0.244 -0.381 -0.398
-0.065 -0.010 0.135
-0.313 -0.287 -0.166
-0.397 0.783 -0.635
-0.028 0.426 -0.143
-0.209 0.217 0.277
0.073 -0.053 0.628
0.555 -0.060 -0.189
0.100 -0.056 -0.095
0.328 0.399 -0.103
0.004 0.052 0.071
0.133 -0.305 0.133
-0.108 -0.005 0.056
-0.178 0.107 0.107
0.449 -0.200 -0.089
-0.303 -0.281 -0.010
-0.390 0.010 -0.045
0.829 0.298 0.091